{
  "formula": "C20H52N2NbO",
  "method": "wB97M-V/def2-TZVPD",
  "elements": ["C", "O", "C", "C", "C", "C", "C", "C", "Nb", "C", "H", "H", "H", "H", "H", "H", "H", "H", "H", "H", "H", "H", "H", "H", "H", "H", "H", "H", "H", "H", "H", "H", "C", "C", "N", "C", "C", "C", "C", "H", "H", "H", "H", "H", "H", "H", "H", "H", "H", "H", "H", "H", "H", "H", "C", "C", "N", "C", "C", "C", "C", "H", "H", "H", "H", "H", "H", "H", "H", "H", "H", "H", "H", "H", "H", "H"],
  "coordinates": [[-3.130361, -2.659508, -8.551164], [-3.882996, -1.530682, -8.933572], [-3.969995, -0.536462, -7.922968], [-2.685529, 0.247370, -7.698521], [-2.836062, 1.266168, -6.574444], [-1.593580, 2.142610, -6.373104], [-0.478920, 1.643109, -5.418317], [-0.914521, 0.944530, -4.115904], [-0.680376, 2.004588, -2.177731], [-2.472220, 1.082561, -1.241296], [-3.460195, -3.049641, -7.577032], [-2.054523, -2.457869, -8.483193], [-3.306804, -3.416480, -9.317397], [-4.297630, -0.990368, -6.974563], [-4.762809, 0.137841, -8.263269], [-1.868567, -0.446492, -7.461354], [-2.399751, 0.754417, -8.629644], [-3.712942, 1.898927, -6.755744], [-3.045178, 0.727747, -5.645634], [-1.897214, 3.142449, -6.045629], [-1.125975, 2.271325, -7.359552], [0.215607, 1.011716, -5.995418], [0.098622, 2.540612, -5.174642], [-1.924336, 0.538086, -4.213569], [-0.251869, 0.086872, -3.885671], [0.258060, 0.891093, -1.010986], [1.130955, 2.430616, -2.182207], [-1.149296, 3.558475, -3.110575], [-0.920045, 3.290080, -0.864081], [-2.934624, 1.685890, -0.455044], [-3.168196, 0.985841, -2.089721], [-2.319284, 0.084542, -0.813756], [5.426144, -0.648337, 2.687101], [4.501220, 0.442200, 2.168096], [3.823646, 0.071817, 0.940765], [3.163242, 1.198480, 0.277434], [2.039997, 1.912587, 1.024198], [3.046691, -1.161265, 0.994836], [1.931403, -1.245691, 2.041808], [6.118862, -0.961889, 1.903811], [6.001387, -0.279008, 3.538118], [4.872296, -1.526850, 3.021918], [5.084215, 1.338882, 1.934762], [3.815725, 0.736293, 2.982074], [2.764243, 0.831719, -0.670058], [3.946597, 1.922601, 0.030889], [1.138838, 1.306036, 1.062270], [1.771076, 2.812403, 0.469032], [2.335335, 2.203781, 2.036255], [3.739377, -1.992184, 1.152897], [2.618982, -1.298612, -0.000545], [2.281553, -0.884261, 3.012712], [1.604048, -2.280475, 2.167630], [1.066280, -0.650668, 1.755940], [0.382938, 0.890584, 4.820275], [0.536933, 0.036420, 6.064919], [-0.738053, -0.416267, 6.604555], [-0.635424, -1.010152, 7.924598], [0.156624, -2.316028, 8.069372], [-1.611581, -1.101742, 5.657118], [-1.048271, -2.329318, 4.932810], [-0.279872, 1.738561, 4.997079], [1.357502, 1.273493, 4.512756], [-0.007592, 0.311691, 3.983560], [1.021464, 0.611353, 6.860566], [1.223477, -0.794588, 5.831009], [-1.654870, -1.166451, 8.289748], [-0.181584, -0.256113, 8.575486], [-0.375843, -3.167000, 7.646126], [0.334796, -2.523609, 9.126462], [1.127027, -2.246256, 7.575202], [-1.922112, -0.376178, 4.903558], [-2.514834, -1.372524, 6.210612], [-0.049174, -2.129020, 4.540690], [-1.684751, -2.577326, 4.081812], [-0.987394, -3.207054, 5.575453]],
  "forces_ev_per_a": [[-0.083, -0.053, -0.017], [0.086, -0.045, 0.122], [-0.029, 0.141, -0.073], [0.104, -0.105, -0.099], [0.138, -0.065, 0.237], [0.084, 0.118, -0.018], [0.215, -0.140, -0.281], [-0.447, 0.903, -0.405], [0.072, -0.526, 0.340], [0.408, -0.422, 0.498], [-0.021, 0.033, -0.090], [-0.082, 0.038, -0.065], [0.102, -0.005, 0.097], [0.017, -0.022, -0.082], [0.071, -0.026, 0.111], [-0.064, 0.115, 0.051], [-0.090, -0.069, 0.071], [0.084, -0.033, -0.113], [-0.141, 0.059, -0.085], [-0.075, -0.162, 0.084], [-0.053, 0.183, 0.114], [-0.190, -0.083, 0.084], [0.070, -0.143, -0.045], [0.102, -0.186, 0.098], [-0.003, 0.121, 0.143], [-0.091, 0.268, -0.160], [-0.446, -0.154, 0.165], [0.471, -0.063, 0.133], [-0.238, 0.048, -0.647], [0.054, 0.042, -0.140], [0.029, 0.109, 0.040], [-0.079, 0.033, -0.124], [0.043, 0.028, -0.030], [-0.082, 0.023, -0.053], [-0.058, -0.047, 0.105], [0.034, -0.112, -0.041], [0.071, 0.093, 0.001], [0.024, 0.117, -0.087], [0.005, 0.049, 0.060], [0.004, -0.011, 0.015], [0.014, -0.003, -0.007], [-0.009, 0.009, 0.008], [0.036, -0.026, 0.056], [-0.035, -0.022, -0.031], [-0.013, 0.070, -0.015], [0.017, -0.001, 0.013], [-0.004, 0.040, 0.062], [-0.040, -0.011, 0.028], [0.013, 0.002, 0.002], [0.022, -0.006, -0.004], [-0.015, -0.045, 0.018], [-0.034, -0.056, 0.024], [0.007, -0.010, -0.020], [-0.007, -0.006, 0.008], [0.090, 0.053, -0.019], [-0.047, -0.097, 0.097], [0.053, -0.043, -0.136], [-0.060, 0.018, -0.050], [0.012, 0.035, -0.025], [0.038, 0.030, 0.130], [0.018, 0.020, -0.006], [-0.022, -0.030, 0.015], [-0.016, 0.012, -0.015], [-0.005, 0.047, -0.033], [0.018, 0.042, -0.053], [-0.024, -0.010, 0.012], [0.020, 0.004, 0.046], [0.002, -0.007, 0.011], [0.001, 0.006, 0.001], [-0.004, -0.022, 0.002], [0.003, -0.009, 0.029], [-0.004, 0.023, 0.013], [-0.023, -0.032, -0.062], [-0.022, -0.009, -0.030], [-0.009, -0.024, 0.010], [0.016, 0.012, 0.005]],
  "mulliken_charge": [-0.668, -0.368, -0.550, -0.305, -0.357, -0.773, -0.390, -1.080, -1.121, -0.941, 0.299, 0.271, 0.243, 0.338, 0.290, 0.243, 0.150, 0.371, 0.120, 0.335, 0.354, 0.358, 0.323, 0.324, 0.280, 0.424, 0.061, 0.042, 0.021, 0.341, 0.255, 0.204, -1.474, -0.004, 0.141, -0.717, -0.753, -1.147, -0.427, 0.334, 0.445, 0.269, 0.496, -0.038, 0.315, 0.283, 0.026, 0.358, 0.319, 0.380, 0.407, 0.068, 0.451, 0.168, -1.296, -0.319, 0.091, -0.726, -0.962, -0.737, -0.758, 0.354, 0.400, 0.174, 0.437, 0.214, 0.362, 0.410, 0.216, 0.403, 0.270, 0.359, 0.384, 0.105, 0.365, 0.260],
  "largest_force_ha_per_bohr": 0.021,
  "total_charge": -1,
  "spin_multiplicity": 1,
  "energy_ha": -1034.702413,
  "molar_mass_g_mol": 429.55
}